A.
The following is a DFT calculation (ωB97M-V/def2-TZVPD) of an isolated molecule of C3H3Cl2F.

Last column: natural (NBO) charge in e.
Element x y z (Å)
C 0.15434 -1.09090 -0.41646  -0.6583
C 0.40791 0.16915 0.33441  -0.1245
C -0.46401 1.20845 0.30030  0.3350
H -0.16558 -1.89090 0.35215  0.2347
H 1.11426 -1.41497 -0.84598  0.2361
H -0.67115 -0.85140 -1.23239  0.2515
F -0.27112 2.41705 0.83750  -0.2970
Cl 1.85719 0.33363 1.28313  0.0257
Cl -1.96186 1.11989 -0.61267  -0.0032

Results
charge = 0
HOMO energy = -9.318 eV
SMILES = C/C(Cl)=C(/F)Cl
gap between HOMO and LUMO = 10.0710 eV

***

B.
The following is a DFT calculation (ωB97M-V/def2-TZVPD) of an isolated molecule of C3H3Cl2F.

Last column: natural (NBO) charge in e.
Element x y z (Å)
C -0.60948 -0.35551 -0.55898  0.1963
C -0.09332 -0.18839 0.92240  -0.4735
C 0.57810 0.50490 -0.19249  -0.1071
H -0.23726 -1.26894 -1.02468  0.1723
H -0.73440 0.35929 1.52927  0.2437
H 0.38006 -1.12539 1.30462  0.2437
F -1.82199 -0.05470 -0.97981  -0.3018
Cl 0.39093 2.28070 -0.36324  0.0072
Cl 2.14735 -0.15195 -0.63710  0.0192

Results
charge = 0
HOMO energy = -10.397 eV
SMILES = F[C@@H]1CC1(Cl)Cl
gap between HOMO and LUMO = 11.1399 eV

***

C.
The following is a DFT calculation (ωB97M-V/def2-TZVPD) of an isolated molecule of C3H3Cl2F.

Last column: natural (NBO) charge in e.
Element x y z (Å)
C 0.45393 0.10736 1.14946  -0.3967
C 0.19648 -0.29801 -0.28481  0.3670
C -0.52426 0.17531 -1.29087  -0.2855
H 0.16252 -0.69779 1.73505  0.2313
H 1.53590 0.39889 1.32719  0.2468
H -1.19822 0.91131 -0.94204  0.2355
F 0.95168 -1.42211 -0.41349  -0.3346
Cl -0.63935 1.50820 1.52503  -0.0668
Cl -0.93868 -0.68316 -2.80551  0.0030

Results
charge = 0
HOMO energy = -9.957 eV
SMILES = F/C(=C\Cl)CCl
gap between HOMO and LUMO = 10.7638 eV

***

Computed stability ranking, most favorable first: A, C, B

***

A.
The following is a DFT calculation (ωB97M-V/def2-TZVPD) of a structure of composition C5H11ClN.

Last column: natural (NBO) charge in e.
Element x y z (Å)
C -0.73823 -0.52118 0.44145  0.7524
C -1.57126 -0.60732 -1.85997  -0.5795
C -0.34802 0.91557 2.31194  -0.4258
C 1.49241 0.08006 0.95360  -0.4220
C -0.73107 -1.29243 -0.76514  -0.5904
N 0.05363 0.11420 1.18166  -0.3630
Cl -3.01103 -0.43000 1.13501  -0.1716
H -2.58955 -0.47092 -1.51293  0.2478
H -1.15654 0.36251 -2.12006  0.2218
H -1.58083 -1.23523 -2.74500  0.2498
H -0.27660 0.32658 3.22888  0.2527
H -1.37937 1.24105 2.18700  0.2675
H 0.31537 1.77609 2.39804  0.2430
H 1.78129 -0.77500 0.34846  0.2378
H 2.00063 0.02075 1.91537  0.2541
H 1.80799 0.99482 0.44942  0.2509
H -1.17759 -2.26966 -0.56033  0.3023
H 0.28874 -1.44264 -1.13867  0.2721

Results
charge = +1
HOMO energy = -15.164 eV
gap between HOMO and LUMO = 9.0725 eV

***

B.
The following is a DFT calculation (ωB97M-V/def2-TZVPD) of the ion C5H11ClN with charge +1.

Last column: natural (NBO) charge in e.
Element x y z (Å)
C -2.63136 -0.29692 0.46137  -0.3883
C -1.59738 -1.08070 0.32302  -0.0142
C 1.18313 1.87452 -0.43302  -0.6035
C 0.01285 0.93917 -0.75010  -0.4295
C -0.03163 -0.37809 0.03154  -0.0442
N 0.89199 -1.53598 -0.47050  -0.7700
Cl -1.36642 -2.81326 0.59985  0.0636
H -3.58425 -0.69508 0.63208  0.2406
H -2.70832 0.70064 0.13072  0.2397
H 2.18457 1.38527 -0.53914  0.2102
H 1.10632 2.05407 0.60473  0.2088
H 0.96990 2.79016 -1.00447  0.2470
H -0.90398 1.57954 -0.54227  0.2461
H -0.00433 0.68593 -1.87237  0.2204
H 0.19720 -0.12649 1.01487  0.2260
H 0.43689 -2.50150 -0.03626  0.4379
H 1.78673 -1.71098 0.14926  0.4528
H 1.12509 -1.84323 -1.41263  0.4564

Results
charge = +1
HOMO energy = -14.343 eV
SMILES = C=C(Cl)[C@@H]([NH3+])CC
gap between HOMO and LUMO = 10.7254 eV

***

Computed stability ranking, most favorable first: A, B

***

A.
The following is a DFT calculation (ωB97M-V/def2-TZVPD) of a cluster of 2 separate species, C6H10 in total.

Last column: natural (NBO) charge in e.
Element x y z (Å)
C -3.30305 -0.09352 0.25149  -0.4241
C -2.14053 0.00462 0.00022  -0.1218
C 0.40577 -0.84520 -1.29296  -0.6781
C 0.42772 -0.59766 1.34812  -0.6642
C 0.46466 1.51832 -0.13193  -0.6762
C 0.09839 0.00092 -0.05468  0.3155
H -4.25591 0.19669 0.60492  0.2249
H 0.94868 -1.84979 -1.02755  0.2120
H -0.42573 -0.97292 -1.89245  0.2527
H 1.16465 -0.28756 -1.73262  0.2137
H 0.40871 0.27019 1.90036  0.2147
H -0.28078 -1.29722 1.56640  0.2411
H 1.43021 -1.11279 1.36514  0.2148
H 0.19603 2.06148 -0.93640  0.2254
H 1.57995 1.57765 -0.00305  0.2165
H 0.06466 2.16792 0.66546  0.2330

Results
charge = 0
HOMO energy = -9.474 eV
gap between HOMO and LUMO = 9.9960 eV

***

B.
The following is a DFT calculation (ωB97M-V/def2-TZVPD) of an isolated molecule of C6H10.

Last column: natural (NBO) charge in e.
Element x y z (Å)
C -0.98475 1.86853 0.65597  -0.6364
C -0.28429 0.57758 0.33280  0.0221
C -0.11131 -0.48010 1.13709  -0.2091
C 0.39756 -1.69509 0.39046  -0.4539
C 0.99738 -1.05161 -0.89908  -0.3954
C 0.25653 0.30776 -1.05452  -0.4364
H -1.85001 2.02157 -0.00613  0.2159
H -1.35060 1.87574 1.68680  0.2170
H -0.33253 2.73974 0.51718  0.2142
H -0.42310 -0.49339 2.17636  0.2059
H 0.82715 -2.56589 0.87010  0.2306
H -0.45558 -2.44765 0.16646  0.1974
H 2.08258 -0.84978 -0.91747  0.2078
H 0.78245 -1.73507 -1.71351  0.2073
H -0.55756 0.26195 -1.79510  0.2049
H 0.91472 1.12613 -1.39226  0.2079

Results
charge = 0
HOMO energy = -8.569 eV
SMILES = CC1=CCCC1
gap between HOMO and LUMO = 9.7166 eV

***

C.
The following is a DFT calculation (ωB97M-V/def2-TZVPD) of an isolated molecule of C6H10.

Last column: natural (NBO) charge in e.
Element x y z (Å)
C -0.30704 1.54072 -0.09004  -0.6083
C 0.05072 0.15459 0.42750  -0.3322
C -1.08106 -0.81083 0.16230  -0.1617
C -2.40231 -0.49108 -0.12131  -0.4109
C 1.25221 -0.28193 -0.37842  -0.1484
C 2.54846 -0.42814 0.04125  -0.4191
H -0.85482 1.43911 -1.01528  0.2195
H -0.92329 1.97702 0.78242  0.2158
H 0.55393 2.23885 -0.18513  0.2249
H 0.30884 0.05340 1.49024  0.2262
H -0.86604 -1.90208 0.15475  0.2075
H -3.20305 -1.20972 -0.21683  0.2034
H -2.75162 0.55510 -0.23881  0.1913
H 1.00197 -0.45442 -1.45876  0.1984
H 2.91857 -0.24134 1.04619  0.1900
H 3.44969 -0.55593 -0.60640  0.2034

Results
charge = 0
HOMO energy = -9.341 eV
SMILES = C=CC(C)C=C
gap between HOMO and LUMO = 10.5194 eV

***

D.
The following is a DFT calculation (ωB97M-V/def2-TZVPD) of an isolated molecule of C6H10.

Last column: natural (NBO) charge in e.
Element x y z (Å)
C -1.81174 0.37499 -0.37736  -0.6461
C -0.39728 0.83036 0.04120  0.0933
C 0.41749 -0.19972 0.46874  -0.2699
C 0.76166 -1.28715 -0.40301  -0.2128
C 1.57334 -2.31196 -0.11715  -0.4131
C -0.21184 2.28092 0.34901  -0.6597
H -1.81587 -0.42394 -1.11901  0.2261
H -2.41126 1.22416 -0.74680  0.2032
H -2.27665 0.01395 0.54440  0.2213
H 0.69437 -0.17809 1.53697  0.2060
H 0.27223 -1.23000 -1.37735  0.1953
H 1.73539 -2.48191 0.95485  0.1829
H 1.91887 -3.10858 -0.76261  0.2034
H 0.06614 2.48713 1.38487  0.2245
H -1.15483 2.76183 0.11116  0.2110
H 0.61563 2.66514 -0.26584  0.2344

Results
charge = 0
HOMO energy = -7.364 eV
SMILES = C=CC=C(C)C
gap between HOMO and LUMO = 7.7928 eV

***

Computed stability ranking, most favorable first: B, C, D, A

***

A.
The following is a DFT calculation (ωB97M-V/def2-TZVPD) of an isolated molecule of C2H2O3S.

Last column: natural (NBO) charge in e.
Element x y z (Å)
C -0.07015 0.81624 0.43152  0.1153
C -1.28326 -0.01396 0.23073  -0.1982
O 2.75324 0.53288 -0.22620  -0.8313
O 1.26922 -1.44275 -0.17533  -0.8496
O -1.00648 1.13417 -0.49086  -0.4177
S 1.44313 -0.03531 -0.44950  1.7691
H -0.99689 -0.90025 -0.31556  0.2017
H -2.10880 -0.09100 0.99520  0.2107

Results
charge = 0
HOMO energy (spin up / spin down) = -10.003 / -10.032 eV
SMILES = O=S(=O)=C1CO1
gap between HOMO and LUMO (spin up / spin down) = 7.7398 / 7.7455 eV

***

B.
The following is a DFT calculation (ωB97M-V/def2-TZVPD) of a structure of composition C2H2O3S.

Last column: natural (NBO) charge in e.
Element x y z (Å)
C -0.57210 0.65053 1.25225  0.5168
C 1.15169 -0.18150 1.03714  -0.8251
O 1.78957 -2.79877 1.31412  -0.8582
O -0.76204 1.68752 0.75583  -0.4435
O 0.55576 -1.77790 3.03319  -0.8745
S 1.05481 -1.62555 1.74257  2.0785
H -1.23170 0.01993 1.82595  0.1621
H 1.62421 -0.25188 0.10188  0.2439

Results
charge = 0
HOMO energy = -10.459 eV
gap between HOMO and LUMO = 9.8087 eV

***

Computed stability ranking, most favorable first: B, A